A structure of composition C17H20FeN3O3S. Source: the OMol25 dataset; level of theory: ωB97M-V/def2-TZVPD.

Calculated values
F_max   0.01589 hartree/bohr
Total charge   +2
LUMO (spin up / spin down)   -6.530 / -9.031 eV
HOMO energy (spin up / spin down)   -0.5468 / -0.5489 hartree
Total energy   -2711.1259 a.u.
Energy relative to the best compared isomer or geometry (same formula, charge and spin)   0.000 eV
Multiplicity   6
Frontier orbital gap (spin up / spin down)   0.307 / 0.217 Eh

Last column: natural (NBO) charge in e.
CARTESIAN COORDINATES (ANGSTROEM)
Fe 0.85 0.30 -0.11  1.54
O -3.57 0.49 0.34  -0.52
C -3.83 1.69 -0.05  0.48
C -5.20 2.09 -0.13  -0.19
C -5.50 3.37 -0.49  -0.17
C -4.46 4.28 -0.77  -0.04
C -3.11 3.90 -0.71  -0.09
C -2.77 2.62 -0.37  -0.14
C -1.36 2.16 -0.33  0.54
O -1.12 0.91 0.02  -0.86
N -0.44 2.98 -0.71  -0.33
N 0.78 2.40 -0.52  -0.37
C 1.72 2.57 -1.38  0.12
C 2.98 1.84 -1.13  0.11
C 4.10 2.10 -1.89  -0.19
C 5.27 1.41 -1.58  -0.11
C 5.25 0.49 -0.54  -0.22
C 4.06 0.27 0.15  0.08
N 2.94 0.93 -0.13  -0.56
H -2.56 0.41 0.43  0.53
H -5.96 1.35 0.11  0.26
H -6.53 3.69 -0.55  0.26
H -4.70 5.30 -1.04  0.25
H -2.33 4.61 -0.94  0.26
H 1.62 3.21 -2.25  0.23
H 4.07 2.83 -2.68  0.25
H 6.18 1.58 -2.13  0.26
H 6.14 -0.05 -0.26  0.26
H 4.02 -0.45 0.96  0.22
C 1.53 -5.29 1.39  -0.63
C 1.25 -4.20 0.36  -0.58
S 1.15 -2.59 1.14  1.23
O 0.85 -1.64 -0.06  -1.07
C -0.41 -2.69 2.04  -0.59
C -1.60 -3.08 1.19  -0.64
H 1.62 -6.24 0.87  0.26
H 0.71 -5.39 2.11  0.22
H 2.46 -5.11 1.92  0.23
H 0.33 -4.36 -0.20  0.25
H 2.07 -4.09 -0.35  0.26
H -0.51 -1.70 2.49  0.24
H -0.22 -3.39 2.86  0.26
H -1.58 -2.59 0.21  0.23
H -2.52 -2.78 1.69  0.25
H -1.66 -4.16 1.04  0.23